1.
Formula: C18H60O18
Source: the OMol25 dataset
Level of theory: ωB97M-V/def2-TZVPD

Atoms and positions in Å:
1 O -24.47671 -14.57005 -10.13877
2 O -23.00571 -23.45288 -7.94399
3 O -22.61597 -20.56590 -5.80131
4 O -23.72934 -19.46649 -0.80892
5 O -15.64743 -8.39124 -3.67967
6 O -25.78057 -9.01312 -8.42704
7 O -26.87278 -14.58432 -0.61963
8 O -28.43385 -18.74693 -6.48855
9 O -16.40789 -7.16034 -1.39240
10 O -20.30183 -13.51167 -4.08717
11 O -27.14736 -15.97220 -5.51371
12 O -11.00993 -12.99883 -6.37955
13 O -23.15754 -12.19769 1.51477
14 O -16.98442 -10.80558 -8.51595
15 O -20.30607 -16.94841 -7.47870
16 O -25.91681 -12.97993 -12.25775
17 O -13.10600 -14.85767 -5.42415
18 O -23.28008 -9.73821 -6.65622
19 C -27.79219 -17.65448 -7.05054
20 C -16.16371 -9.31662 -2.69112
21 C -23.02430 -22.15003 -7.53745
22 C -23.49566 -18.31661 -0.05900
23 C -18.32669 -10.65649 -8.12496
24 C -12.38765 -12.96356 -6.83409
25 C -18.95855 -16.91706 -7.29750
26 C -26.70451 -17.10877 -6.18097
27 C -25.51318 -10.11892 -7.58483
28 C -25.95132 -14.37856 -12.24434
29 C -24.69806 -9.79371 -6.38788
30 C -17.07422 -8.43773 -1.76846
31 C -13.37836 -13.48598 -5.77688
32 C -27.34774 -15.53179 0.38479
33 C -21.83186 -12.40128 2.08356
34 C -21.59819 -13.97537 -3.85689
35 C -24.61565 -14.82402 -11.57133
36 C -22.86353 -21.93324 -6.10535
37 H -25.14625 -10.87022 -8.28412
38 H -29.14660 -18.57275 -5.86949
39 H -25.03532 -8.90711 -5.85094
40 H -22.99824 -9.82789 -5.74292
41 H -25.79852 -16.82758 -6.71783
42 H -21.28446 -12.02835 1.21789
43 H -18.54388 -17.62659 -6.58145
44 H -16.58552 -10.27243 -3.00195
45 H -28.50461 -16.85051 -7.23551
46 H -13.30958 -13.03621 -4.78638
47 H -22.23333 -21.69863 -8.13636
48 H -12.50738 -11.88209 -6.89867
49 H -20.70702 -17.61213 -6.91273
50 H -22.15612 -13.72347 -4.75876
51 H -26.72223 -8.95020 -8.60286
52 H -22.93092 -20.39063 -4.91154
53 H -18.54204 -17.10572 -8.28696
54 H -12.41607 -14.98861 -4.76958
55 H -18.90054 -11.57399 -8.25531
56 H -18.75493 -15.87262 -7.06132
57 H -23.72510 -14.40800 -12.04246
58 H -25.63705 -12.73732 -11.37205
59 H -11.08314 -13.87386 -5.99154
60 H -23.73299 -12.12773 2.28000
61 H -23.61099 -22.51352 -5.56433
62 H -18.68874 -9.79696 -8.68909
63 H -23.70939 -17.40734 -0.62082
64 H -17.87022 -8.18263 -2.46805
65 H -27.48733 -16.42150 -0.22925
66 H -20.04824 -13.51047 -5.01307
67 H -14.42293 -13.46058 -6.08724
68 H -26.30976 -17.93664 -5.59199
69 H -26.78769 -14.73338 -11.64211
70 H -21.60732 -15.04204 -3.63274
71 H -28.27331 -15.22055 0.86908
72 H -22.01973 -13.42644 -3.01482
73 H -26.16274 -14.71021 -13.26091
74 H -14.99873 -7.97323 -3.10866
75 H -24.42537 -15.89618 -11.62004
76 H -24.01804 -21.89788 -7.90760
77 H -21.99654 -22.54816 -5.86393
78 H -21.59571 -11.68977 2.87482
79 H -27.42079 -17.97645 -8.02342
80 H -16.88018 -6.34509 -1.57655
81 H -26.96314 -16.05734 -4.57541
82 H -21.40189 -13.37440 2.32076
83 H -17.51254 -8.97579 -0.92795
84 H -23.56868 -14.76118 -9.89272
85 H -23.76717 -20.24690 -0.25113
86 H -23.18501 -23.46364 -8.88703
87 H -26.55617 -15.59052 1.13183
88 H -16.59692 -9.93018 -8.44446
89 H -24.11165 -18.46848 0.82734
90 H -15.26417 -9.73216 -2.23698
91 H -26.29358 -13.95254 -0.18722
92 H -26.45842 -10.47828 -7.17805
93 H -24.96879 -10.57295 -5.67543
94 H -22.45530 -18.33637 0.26559
95 H -12.52690 -13.32838 -7.85175
96 H -18.49071 -10.29180 -7.11095

* gap between HOMO and LUMO: 9.90 eV
* energy above the lowest of the compared OMol25 structures with the same formula, charge and spin: 154.9 kcal/mol
* E: -56482.9813 eV
* HOMO level: -9.844 eV
* SMILES string: OCCO.OCCO.OCCO.OCCO.OCCO.OCCO.CO.CO.CO.CO.CO.CO
* net charge: 0

***

2.
Formula: C18H61BO19
Source: the OMol25 dataset
Level of theory: ωB97M-V/def2-TZVPD

Atoms and positions in Å:
1 O -20.66137 8.99802 -17.51749
2 O -21.82601 10.04614 -9.20912
3 O -20.65789 6.42037 -13.11446
4 O -23.29808 16.57627 -8.61470
5 O -25.96120 11.67183 -18.48846
6 O -25.62322 17.21114 -6.83354
7 O -23.24041 12.44146 -15.51860
8 O -24.47362 10.91939 -8.06939
9 O -20.82974 14.62432 -12.94050
10 O -26.70450 4.94010 -19.22995
11 O -23.94556 5.00300 -17.68834
12 O -27.94987 13.00833 -12.58149
13 O -28.93569 6.48110 -9.22332
14 O -19.16233 6.42899 -18.11147
15 O -20.54390 5.62391 -10.20447
16 O -26.65370 13.92521 -17.24073
17 O -19.53519 13.84024 -15.61130
18 O -26.86786 4.06803 -9.86999
19 O -28.83630 10.12975 -12.32561
20 C -19.82305 5.14495 -11.35900
21 C -24.97100 5.97839 -17.91144
22 C -29.67556 11.23603 -12.31263
23 C -18.69700 7.75429 -18.45690
24 C -27.31426 11.75819 -18.05176
25 C -23.36782 10.64797 -7.34335
26 C -25.23250 15.91158 -7.28008
27 C -19.47300 14.71487 -13.29781
28 C -22.11415 10.97623 -8.18502
29 C -19.82937 8.75490 -18.66113
30 C -24.57744 15.99396 -8.67529
31 C -27.76722 13.22031 -17.82241
32 C -28.91545 12.39735 -11.67649
33 C -20.64464 5.08102 -12.67549
34 C -19.08728 13.59318 -14.28714
35 C -26.84668 5.45420 -10.20336
36 C -27.49082 6.52542 -9.23632
37 C -26.32511 5.24176 -17.94513
38 B -24.55421 9.67497 -12.79771
39 H -17.99505 8.08261 -17.69037
40 H -20.45533 8.31330 -19.43654
41 H -24.63122 14.99988 -9.11914
42 H -23.08004 5.41720 -17.65794
43 H -24.84463 6.68377 -17.09011
44 H -18.95916 14.41161 -16.12445
45 H -23.24898 11.19826 -6.41000
46 H -22.49767 10.04765 -9.89503
47 H -21.25561 6.89577 -12.53280
48 H -27.13060 5.57844 -11.24837
49 H -18.01441 13.40331 -14.31882
50 H -23.49041 9.75968 -12.95706
51 H -28.39801 12.18227 -10.74156
52 H -27.91918 10.37033 -12.47598
53 H -26.03073 15.17011 -7.24618
54 H -21.16605 10.86534 -7.65880
55 H -24.84789 8.68148 -12.49612
56 H -26.36050 17.42605 -7.40959
57 H -27.31301 7.54787 -9.56961
58 H -23.35081 9.61806 -6.98685
59 H -29.91048 11.50323 -13.34292
60 H -25.77381 5.64094 -10.25039
61 H -25.93783 11.85680 -19.43018
62 H -20.06021 4.53975 -13.41951
63 H -28.16819 13.63789 -18.74597
64 H -28.62831 13.21636 -17.15412
65 H -29.66601 13.08248 -11.28231
66 H -27.08867 5.88488 -17.50754
67 H -23.83699 12.52640 -16.26592
68 H -27.24063 6.38350 -8.18495
69 H -18.89328 14.65018 -12.37703
70 H -23.42202 17.52823 -8.61102
71 H -24.74484 10.39082 -12.01320
72 H -27.76860 3.76194 -9.99882
73 H -19.48157 9.74379 -18.95985
74 H -20.61994 8.22952 -16.94365
75 H -19.32917 15.74275 -13.63076
76 H -27.40241 11.26736 -17.08253
77 H -20.57093 6.58309 -10.23385
78 H -24.31916 10.55139 -8.94250
79 H -23.50819 11.66526 -15.02120
80 H -29.17529 6.68898 -10.12939
81 H -22.16630 11.93857 -8.69423
82 H -26.29491 4.32846 -17.35092
83 H -21.59939 4.58729 -12.49442
84 H -19.47041 12.63365 -13.93987
85 H -24.73010 6.58477 -18.78458
86 H -24.50565 15.57010 -6.54308
87 H -18.91809 5.72741 -11.53183
88 H -30.55820 10.96819 -11.73184
89 H -19.56684 4.09797 -11.19689
90 H -18.15587 7.63020 -19.39492
91 H -28.00611 11.22880 -18.70689
92 H -22.32969 12.49573 -15.81733
93 H -18.54796 6.01005 -17.50431
94 H -26.79033 14.87358 -17.30010
95 H -20.90778 14.99931 -12.06023
96 H -25.92976 4.91606 -19.79634
97 H -25.22381 16.53668 -9.36506
98 H -25.05717 9.96465 -13.70730
99 H -27.21721 12.39066 -12.63886

* gap between HOMO and LUMO: 7.49 eV
* energy above the lowest of the compared OMol25 structures with the same formula, charge and spin: 122.3 kcal/mol
* E: -59221.1359 eV
* HOMO level: -8.566 eV
* net charge: 0

***

3.
Formula: C18H61NO22S2
Source: the OMol25 dataset
Level of theory: ωB97M-V/def2-TZVPD

Atoms and positions in Å:
1 S -3.98010 -3.93568 -3.98694
2 S -5.18135 -0.12607 -2.59143
3 O -6.65469 -0.21032 -4.98719
4 O -3.22435 -1.38955 -6.76326
5 O 3.10356 2.02340 6.09715
6 O -6.15810 -1.65511 -7.52312
7 O 6.84930 -1.96539 0.19424
8 O 4.34105 3.74021 3.83293
9 O -0.75086 2.08075 6.28243
10 O -3.48076 -4.27940 2.84696
11 O -3.14089 -5.56065 -0.68928
12 O 0.70921 4.16394 0.50048
13 O 6.92772 -2.88841 2.98701
14 O -4.18452 -1.87464 3.92854
15 O -5.16319 2.49652 -5.03079
16 O -9.26952 -0.01373 -3.90642
17 O -0.80216 -1.09651 -3.46363
18 O -3.69098 2.56518 3.01248
19 O -1.14364 0.94284 2.76043
20 O 8.34778 0.10701 -0.31067
21 O -1.34703 1.66345 -3.26845
22 O 1.75038 -0.51113 -2.25859
23 O 0.75569 2.31265 -1.80093
24 O 6.21918 4.45867 -0.72448
25 N -5.24923 -1.82466 -4.64428
26 C -4.43203 -2.39196 -3.69377
27 C -1.72082 0.23860 1.71682
28 C -2.36381 -1.90075 0.74171
29 C 3.52812 1.05937 0.62303
30 C -5.80990 -0.76922 -4.12881
31 C -2.75222 -1.20470 -0.40152
32 C 0.34576 0.69142 2.97949
33 C 4.64525 -0.56680 2.80508
34 C -1.86685 -1.16482 1.80078
35 C -3.16777 -2.00182 -1.57443
36 C -4.18159 -1.57867 -2.52208
37 C -2.15361 0.90992 0.56898
38 C -2.59633 0.17973 -0.48190
39 C 3.17835 -0.00990 3.06812
40 C 5.05142 1.09677 0.87196
41 C 1.26461 0.75689 1.73564
42 C 5.58050 0.47934 2.23878
43 C 2.75040 1.01626 2.02928
44 H -6.75437 -0.73725 -5.80659
45 H 3.57983 4.16944 4.34289
46 H 7.39001 -1.14655 -0.05256
47 H -5.80209 2.73076 -5.77958
48 H -8.40587 -0.18331 -4.40552
49 H 1.17138 -0.23143 1.17731
50 H -2.19245 2.21212 -3.17908
51 H 5.67074 1.28900 2.93805
52 H 3.28986 1.96847 0.12466
53 H -9.23554 0.92373 -3.52723
54 H -2.43649 -2.96516 0.81427
55 H -3.36549 -6.48574 -1.03209
56 H 2.18379 1.64526 6.28371
57 H -1.05581 -0.15589 -3.19040
58 H -6.24235 -0.71790 -7.89499
59 H -1.47115 1.52225 5.84310
60 H -0.62220 2.11006 -2.72172
61 H 3.25180 0.19359 0.01289
62 H 6.82950 -2.58821 2.02577
63 H -3.87776 -2.81946 3.73628
64 H 0.79371 2.70084 -0.86733
65 H -3.99397 -5.13388 -0.35181
66 H 4.55004 -1.50204 2.24482
67 H -4.14132 -4.61139 2.15617
68 H 2.44479 -1.15227 -2.61985
69 H -2.87638 0.75152 -1.31361
70 H -2.11156 1.94340 0.54770
71 H -4.54829 1.76308 -5.35902
72 H -2.84934 -5.03808 3.06940
73 H 5.27639 2.18190 0.93237
74 H 4.97154 -0.97122 3.72048
75 H 6.94925 -3.89990 3.00065
76 H 9.15575 0.01251 0.29100
77 H 6.47387 -2.36343 -0.65687
78 H 0.74206 1.40083 3.69920
79 H 1.30988 1.46620 -1.81311
80 H 5.50996 0.58298 -0.01020
81 H 0.39234 -0.27345 3.39017
82 H 0.97206 5.14084 0.51835
83 H -3.01548 1.81285 3.05086
84 H 8.28347 1.07370 -0.60247
85 H 3.77233 1.26594 6.14971
86 H -0.49905 -1.07345 -4.42869
87 H -1.60635 -1.65085 2.72667
88 H 0.90848 3.76727 1.40972
89 H -2.70458 -2.93996 -1.82798
90 H 2.84825 2.02688 2.41217
91 H -0.14565 1.46043 6.80462
92 H 5.51821 3.94868 -1.24631
93 H 7.04280 3.87568 -0.65002
94 H -4.30313 -1.39587 3.04510
95 H 0.92975 1.53536 1.09381
96 H -3.35758 3.31836 3.60011
97 H -6.07549 -2.29664 -8.30118
98 H 6.60747 0.08720 2.10980
99 H -2.51032 -2.10307 -6.69383
100 H 4.24926 2.73599 3.91586
101 H 2.44634 -0.84699 2.89382
102 H -4.07367 -1.75236 -6.35000
103 H 0.84163 -0.94656 -2.34993
104 H 3.03520 0.30214 4.08008

* gap between HOMO and LUMO: 6.97 eV
* energy above the lowest of the compared OMol25 structures with the same formula, charge and spin: 22.2 kcal/mol
* E: -87857.9646 eV
* HOMO level: -7.879 eV
* net charge: 0

***

4.
Formula: C18H62CuF3N28O16
Source: the OMol25 dataset
Level of theory: ωB97M-V/def2-TZVPD

Atoms and positions in Å:
1 Cu -14.52515 14.05308 20.72082
2 F -21.90101 13.20953 17.69077
3 F -21.77674 11.60985 19.07351
4 F -21.42939 11.10547 17.01625
5 O -18.73266 5.89316 7.34721
6 O -22.65500 11.02165 27.09008
7 O -22.99237 20.30312 21.78792
8 O -13.00176 10.49809 16.48574
9 O -9.33334 8.84935 9.14833
10 O -14.63741 14.25297 5.07285
11 O -18.95439 4.45792 15.94683
12 O -24.73359 9.04140 11.61591
13 O -19.28395 13.50313 18.86946
14 O -27.20575 16.99536 13.71968
15 O -17.77044 20.38785 8.96576
16 O -27.38843 7.27028 25.22717
17 O -27.89233 4.20982 17.68554
18 O -18.95917 12.28624 16.97729
19 O -13.30351 17.71289 17.65737
20 O -29.04601 11.82716 20.23239
21 N -19.32497 21.41762 10.18867
22 N -13.31177 19.58151 16.42682
23 N -27.55977 15.37073 15.15927
24 N -14.48076 16.45464 5.28958
25 N -25.53807 10.99654 10.97627
26 N -16.48705 5.56472 7.06946
27 N -21.35156 19.42556 20.47500
28 N -22.08525 9.01955 28.10651
29 N -18.23328 19.83089 11.13740
30 N -28.80312 13.20399 21.92112
31 N -15.22322 18.96336 17.33312
32 N -22.03705 18.41278 22.25728
33 N -25.75890 16.53626 15.24432
34 N -18.25321 3.74741 13.96758
35 N -26.33064 6.76279 23.41634
36 N -26.49219 4.99165 16.04548
37 N -13.51045 8.36522 16.00956
38 N -21.20937 9.66572 26.14593
39 N -10.00995 9.88626 7.23698
40 N -30.80223 12.46152 21.39485
41 N -28.12879 3.79605 15.45975
42 N -17.15802 7.07796 8.37386
43 N -19.56802 5.39744 13.98050
44 N -16.29879 15.60723 5.94559
45 N -11.27701 10.07417 8.90155
46 N -28.50458 6.75091 23.44139
47 N -26.23862 10.17956 12.76106
48 N -11.75030 9.30674 15.03313
49 C -12.81354 9.49074 15.79776
50 C -25.46940 10.01058 11.72957
51 C -29.52969 12.46523 21.14130
52 C -19.50862 12.96489 15.73469
53 C -27.41599 6.95886 24.09517
54 C -26.89582 16.37399 14.67759
55 C -18.94689 4.51103 14.74882
56 C -19.71341 12.32568 18.16490
57 C -15.11920 15.31039 5.45887
58 C -10.16537 9.50822 8.49642
59 C -27.54318 4.31953 16.52070
60 C -22.22866 19.40419 21.47652
61 C -22.05163 9.93706 27.11171
62 C -17.50850 6.08985 7.64163
63 C -21.21801 12.07831 17.90071
64 C -18.27355 13.17164 14.77025
65 C -13.89359 18.70498 17.19005
66 C -18.37353 20.54746 10.05148
67 H -18.63277 20.18725 11.99385
68 H -20.26349 12.38333 15.20550
69 H -29.41298 6.88703 23.86136
70 H -26.58059 11.12987 12.75303
71 H -16.53843 16.55917 6.18323
72 H -9.24112 9.63076 6.63391
73 H -11.60390 10.89737 8.41619
74 H -20.03433 6.20867 14.36071
75 H -26.22461 9.62803 13.60706
76 H -13.60083 7.77083 15.19799
77 H -18.26753 3.80353 12.95924
78 H -16.88921 14.82815 6.19961
79 H -27.68026 4.15216 14.62782
80 H -28.50364 15.16547 14.86418
81 H -14.97560 17.33392 5.24367
82 H -28.83439 3.11128 15.69065
83 H -21.43369 17.66958 21.93523
84 H -25.45738 6.81910 23.92066
85 H -15.76563 18.47524 18.03142
86 H -21.04748 10.35536 25.42600
87 H -11.49904 8.39217 14.68597
88 H -17.62968 3.08897 14.41228
89 H -10.64706 10.56377 6.84307
90 H -28.43559 6.43270 22.48531
91 H -20.68209 8.80429 26.14522
92 H -31.17465 13.22408 21.94248
93 H -19.14768 5.42810 13.06263
94 H -14.28258 8.54110 16.63644
95 H -29.30869 13.69974 22.64135
96 H -17.56922 19.07150 11.08772
97 H -19.92424 13.95567 15.91831
98 H -12.33373 19.47273 16.19943
99 H -17.87655 12.21685 14.42547
100 H -26.25127 4.84729 15.07532
101 H -25.15250 17.20386 14.78969
102 H -16.69274 4.88791 6.34855
103 H -11.35661 10.07559 9.90841
104 H -20.92645 18.55270 20.19665
105 H -27.81384 13.01791 21.83869
106 H -31.51894 11.77404 21.21099
107 H -19.75959 21.78986 11.02093
108 H -18.48726 13.69415 13.83783
109 H -13.52049 16.36794 4.98881
110 H -19.31894 11.48952 18.74224
111 H -22.83876 9.13713 28.76870
112 H -15.61838 5.77362 7.54051
113 H -13.75610 20.44334 16.14412
114 H -16.18177 7.27050 8.54695
115 H -15.47640 19.69987 16.69004
116 H -26.04121 5.64330 16.67163
117 H -21.32075 20.22274 19.85559
118 H -27.16947 15.06876 16.04050
119 H -19.52045 21.87949 9.31200
120 H -24.84591 11.04130 10.24210
121 H -26.06799 11.85296 11.05269
122 H -17.97791 7.51537 8.76954
123 H -26.42989 6.27633 22.53679
124 H -25.52428 15.86518 15.96174
125 H -17.47986 13.66376 15.33235
126 H -10.94251 9.89541 15.17821
127 H -22.59161 18.37040 23.10035
128 H -21.71401 8.08079 28.13831

* gap between HOMO and LUMO: 2.83 eV
* energy above the lowest of the compared OMol25 structures with the same formula, charge and spin: 302.9 kcal/mol
* E: -146945.1902 eV
* HOMO level: -6.859 eV
* net charge: 0